(1)
A cluster of 2 separate species, C2H8N2S in total at a distorted geometry, computed with wB97M-V/def2-TZVPD.

Geometry as XYZ:
```
13
Properties=species:S:1:pos:R:3:forces:R:3:mulliken_charge:R:1
S 0.6402 -2.0487 -3.8279 0.39 -0.31 -0.62 -0.18
N -0.6571 1.0336 4.0279 0.76 0.93 -0.83 -0.65
N -2.1588 2.0354 2.5632 -0.28 0.13 -0.07 -0.44
C -1.5470 0.9552 3.1235 -0.35 -0.43 1.00 0.09
C 2.4056 -1.5480 -3.7831 -0.51 -0.36 0.73 -0.69
H 2.8897 -2.1546 -3.0235 0.24 -0.05 -0.10 0.27
H -1.9984 0.0013 2.8400 0.22 -0.04 -0.61 0.29
H -3.1038 1.9300 2.2457 -0.09 -0.11 -0.13 0.22
H -1.9336 2.9608 2.8868 0.25 -0.06 0.24 0.25
H 2.4355 -0.5213 -3.4423 0.23 0.21 -0.34 0.26
H 0.2376 -1.1413 -2.9646 -0.26 0.37 0.41 0.10
H -0.0895 0.2001 4.0996 -0.51 -0.42 0.41 0.24
H 2.8796 -1.7026 -4.7452 -0.09 0.15 -0.08 0.24
```
Positions in Å, forces in eV/Å.

Strongest force on any atom   0.0285 Eh/bohr
SMILES string   [H]/N=C/N.CS
LUMO   0.77 eV
2S+1   1
HOMO level   -9.07 eV



(2)
A structure of composition C15H21N3O5PdSe at a distorted geometry, computed with wB97M-V/def2-TZVPD.

Geometry as XYZ:
```
46
Properties=species:S:1:pos:R:3:forces:R:3:mulliken_spin:R:1
Pd 0.1164 -0.5568 0.5168 -1.00 -0.46 -1.51 0.76
Se -2.3524 -0.8170 0.2515 -0.31 -0.39 -0.09 0.12
O -1.2225 1.8230 1.6848 0.01 0.62 0.12 0.01
O 0.0036 1.4198 -0.9629 -0.04 0.51 -0.11 0.00
O 0.9696 3.4007 -0.5793 0.42 0.54 -0.02 0.00
O 0.9831 -0.4233 2.8015 0.33 -0.48 0.65 0.03
O 1.5384 1.1150 1.2638 0.98 0.41 -0.44 0.02
N -3.5274 -0.1583 2.7473 0.75 -0.50 -0.08 0.01
N 0.7970 -2.4424 -0.4010 0.10 0.25 0.09 -0.05
N -1.9718 -1.6683 2.9915 -0.56 0.73 -0.22 0.01
C -2.6101 -0.8956 2.0793 -0.13 -0.21 -0.30 0.00
C -2.4644 -1.3708 4.2311 -0.36 0.29 0.40 0.00
C 1.2020 -4.6562 -0.5019 1.72 -0.56 0.45 0.12
C -3.4332 -0.4368 4.0818 0.18 -0.28 0.56 0.00
C 2.3857 -4.0278 -0.1524 -0.53 -1.77 -0.15 0.14
C 3.0248 -1.5075 0.1045 -0.16 -0.03 -0.20 0.04
C -4.4528 0.7335 2.1112 -0.27 0.33 -0.44 0.01
C -0.2748 1.6098 2.7300 0.26 -0.43 -0.14 -0.02
C 0.2337 -3.6464 -0.6457 -0.33 1.19 -0.17 0.33
C -1.1675 -3.8044 -1.1019 0.16 -0.02 -0.01 0.03
C 0.1003 2.4325 -0.3103 -0.46 -0.43 -0.22 0.00
C 2.1017 -2.6523 -0.1009 -0.55 1.10 -0.42 0.31
C -0.8604 2.8573 0.8032 0.07 0.02 0.03 0.00
C 0.8488 0.6688 2.2133 -0.53 0.90 1.67 0.02
C -1.0063 -2.7014 2.7327 0.64 -0.30 -0.53 0.01
H -0.4087 3.6997 1.3443 -0.12 -0.11 -0.09 0.00
H -0.7999 1.1324 3.5624 0.00 0.07 -0.17 0.00
H 1.5967 3.1174 -1.2639 -0.28 -0.19 0.07 0.00
H -4.0443 0.0508 4.8123 -0.11 0.08 0.13 0.00
H -5.0348 1.2555 2.8685 0.05 -0.07 0.00 0.00
H 3.1577 -1.3010 1.1716 -0.09 0.08 -0.06 0.03
H 0.1510 2.5671 3.0534 0.00 -0.07 0.04 0.00
H -1.2941 -4.7661 -1.5916 -0.02 -0.10 -0.05 0.00
H 1.0349 -5.7055 -0.6517 0.01 -0.22 -0.04 0.00
H 3.3415 -4.4775 0.0379 0.16 -0.13 -0.01 0.00
H -1.8713 -3.7410 -0.2701 0.01 0.08 0.02 0.02
H -1.5095 -3.6193 2.4128 0.00 0.09 0.06 0.00
H -0.3053 -2.3712 1.9428 -0.40 -0.19 0.52 0.01
H 2.5909 -0.6125 -0.3698 0.26 -0.26 0.31 0.00
H -2.0724 -1.8276 5.1152 0.04 -0.09 0.17 0.00
H -0.4400 -2.8777 3.6460 -0.03 0.02 -0.10 0.00
H -1.4178 -3.0011 -1.7951 -0.05 -0.01 0.07 0.01
H -3.9063 1.4492 1.4959 0.01 -0.01 0.10 0.00
H -1.7858 3.1933 0.3182 0.19 -0.02 -0.01 0.00
H 4.0024 -1.7184 -0.3303 0.04 -0.06 0.02 0.01
H -5.1119 0.1640 1.4519 -0.03 0.09 0.10 0.00
```
Positions in Å, forces in eV/Å.

Strongest force on any atom   0.0383 Eh/bohr
LUMO (alpha / beta)   0.61 / -1.65 eV
2S+1   3
HOMO level (alpha / beta)   -7.07 / -7.17 eV
Expectation value of S²   2.01



(3)
The molecule C4H10N2O at a distorted geometry, computed with wB97M-V/def2-TZVPD.

Geometry as XYZ:
```
17
Properties=species:S:1:pos:R:3:forces:R:3:mulliken_charge:R:1
O -0.5186 1.9667 -1.1980 -0.32 0.27 0.85 -0.52
N -0.7396 -0.3383 -1.1270 -0.07 0.49 0.41 -0.17
N 0.6952 -0.1716 2.3264 0.71 -0.18 -0.22 -0.63
C -1.0525 0.9319 -1.5173 0.81 -0.18 -1.30 -0.16
C 0.2162 0.3760 1.0473 -0.63 0.31 0.82 -0.74
C 1.0596 -1.6606 -0.1989 0.18 -0.65 -0.88 -1.53
C -0.1297 -0.7974 0.1424 0.12 0.63 -0.95 0.64
H -0.7084 0.9389 1.2054 0.12 -0.01 0.14 0.45
H -0.8325 -1.0110 -1.8680 -0.42 -0.30 0.19 0.24
H -1.7759 0.9386 -2.3517 -0.14 -0.17 0.03 0.38
H -0.9206 -1.3508 0.6342 0.12 -0.38 0.37 0.08
H 1.7078 -0.2216 2.2405 -0.13 -0.28 0.25 0.24
H 0.5424 0.4111 3.1393 -0.32 0.25 -0.28 0.23
H 1.4536 -2.2573 0.6147 0.05 0.20 0.32 0.39
H 1.8437 -1.0852 -0.6893 0.19 0.35 0.39 0.34
H 0.8096 -2.3778 -0.9891 -0.33 -0.14 0.18 0.41
H 0.9149 1.0913 0.6187 0.07 -0.20 -0.32 0.34
```
Positions in Å, forces in eV/Å.

Strongest force on any atom   0.0300 Eh/bohr
SMILES string   C[C@@H](CN)NC=O
LUMO   0.90 eV
2S+1   1
HOMO level   -9.42 eV



(4)
A cluster of 8 separate species, C22H38Br10O9 in total at a distorted geometry, computed with wB97M-V/def2-TZVPD.

Geometry as XYZ:
```
79
Properties=species:S:1:pos:R:3:forces:R:3:mulliken_charge:R:1
Br 3.3971 -18.8939 26.7048 0.14 -0.33 -0.05 -0.16
Br -1.0124 -17.9398 30.1901 -0.01 -0.05 0.02 -0.12
Br 4.9008 -15.4314 24.1517 0.15 0.04 0.03 -0.16
Br -3.4165 -14.1589 19.1017 -0.10 0.01 -0.24 -0.17
Br -3.2679 -15.7343 24.5897 -0.15 0.09 -0.05 -0.10
Br 1.2700 -15.1934 24.6022 -0.03 -0.08 -0.30 -0.17
Br -0.4815 -18.6679 26.8777 0.26 0.44 0.00 -0.16
Br 2.3951 -15.2681 29.2662 0.24 -0.01 -0.12 -0.15
Br -3.2871 -17.9312 21.7148 -0.02 -0.25 -0.13 -0.03
Br 2.0444 -11.7803 29.4075 -0.01 0.02 0.00 -0.18
O -2.1223 -14.1048 27.7623 -0.81 0.26 0.05 0.01
O -2.6792 -11.9643 27.4941 0.30 -0.18 0.55 -0.44
O -0.5535 -12.6335 27.1688 0.55 0.26 -0.42 -0.42
O -0.0266 -17.2798 20.9185 -0.29 0.19 0.23 -0.47
O -5.5608 -21.7233 23.5494 -0.14 0.24 0.05 -0.41
O -6.4117 -22.7523 25.3599 0.08 -0.19 0.07 -0.52
O 1.4182 -18.8685 20.2803 -0.16 -0.23 0.02 -0.32
O -5.2214 -20.8472 25.5760 -0.50 -0.13 -0.14 -0.40
O 0.4769 -17.5621 18.7486 0.17 0.00 0.09 -0.39
C 0.5646 -17.8491 20.0613 0.18 -0.11 -0.20 0.57
C -3.6954 -15.4277 20.5275 0.14 -0.17 0.44 -0.38
C 2.0904 -19.2034 19.0769 0.58 0.05 -0.41 -0.57
C -1.4705 -17.0652 27.4530 -0.02 -1.16 0.31 0.48
C -3.2700 -16.8166 20.1367 0.15 -0.12 -0.87 -0.31
C -3.8042 -12.5027 28.1944 -0.66 -0.84 0.29 0.52
C -4.7607 -19.8261 24.6935 0.50 -0.08 -0.79 0.59
C -5.0763 -12.1419 27.4533 0.28 1.11 -0.18 -1.53
C -1.6726 -12.8732 27.4642 -1.04 0.11 -0.04 0.33
C -4.8302 -20.5200 23.3042 0.59 -0.02 0.70 -0.40
C -3.4771 -14.0156 28.3499 1.68 1.18 -1.01 -0.58
C -1.3989 -16.0179 24.1070 0.22 -0.36 0.09 -0.74
C 3.8193 -17.8317 25.1454 -0.56 0.36 -0.17 -0.12
C -5.7884 -21.8687 24.8766 0.03 0.47 -0.04 0.53
C -3.3523 -19.4178 25.1011 -0.24 -0.82 -1.09 -0.85
C 2.2524 -17.5659 17.0790 -0.35 0.57 0.27 -1.27
C 1.3629 -18.4119 17.9778 -0.18 0.08 0.22 0.44
C -1.1052 -16.5711 28.8313 -0.05 0.52 0.03 0.65
C 4.7870 -16.7655 25.5594 0.28 0.02 0.53 -0.53
C -0.6382 -14.8506 24.6842 0.18 0.11 -0.81 0.48
C 2.7340 -12.7594 27.8800 0.61 0.31 -0.16 -0.61
C 2.1023 -14.1059 27.7165 -0.57 -0.12 0.62 0.96
H 2.0015 -17.6912 16.0296 0.31 -0.20 -0.07 0.31
H 2.5511 -12.1221 27.0169 -0.28 -0.15 -0.07 0.34
H 3.1376 -18.9115 19.1894 -0.07 0.19 -0.09 0.30
H -3.8795 -12.1002 29.2084 0.33 0.38 -0.17 0.23
H -3.2522 -19.3909 26.1783 0.02 0.49 0.08 0.36
H -5.0410 -12.3494 26.3840 0.09 -0.45 0.07 0.32
H 2.8784 -17.3736 24.8514 -0.02 -0.09 0.05 -0.10
H 5.7810 -17.1428 25.7878 0.06 -0.04 -0.36 0.41
H -1.8982 -15.9012 29.1644 0.18 -0.24 -0.03 -0.18
H -2.6695 -20.1871 24.7243 0.04 -0.06 0.31 0.36
H 0.6992 -19.0535 17.4001 0.12 -0.10 -0.05 0.36
H -1.0633 -16.9891 24.4760 -0.25 0.12 0.35 0.35
H -4.1551 -14.6155 27.7546 0.03 -0.50 0.35 0.21
H 2.4463 -14.6632 26.8540 0.22 0.21 0.07 -0.17
H -0.7767 -13.9948 24.0296 -0.10 0.21 0.27 0.55
H -3.9283 -17.2672 19.3959 -0.24 0.04 0.22 0.43
H -0.1793 -16.0035 28.8616 0.11 -0.26 -0.03 -0.30
H 3.8149 -12.7988 28.0013 -0.05 -0.16 0.17 0.45
H -1.3135 -16.3260 26.6765 -0.12 0.01 0.26 -0.71
H 1.0210 -13.9900 27.6730 0.19 -0.12 -0.17 -0.58
H 3.3084 -17.7059 17.2981 0.05 -0.28 -0.31 0.35
H -2.4856 -17.4512 27.4731 -0.16 0.34 -0.24 0.45
H -5.4329 -18.9653 24.6590 -0.20 -0.12 0.57 0.23
H -1.3364 -16.0991 23.0250 -0.05 0.30 -0.03 0.63
H 2.0976 -20.2733 18.8722 -0.35 -0.04 0.32 0.33
H 4.1546 -18.4318 24.3058 0.21 -0.26 0.23 0.43
H -3.0943 -15.0672 21.3557 -0.03 0.02 0.07 0.08
H -5.1351 -11.0468 27.5123 -0.17 -0.15 -0.02 0.38
H -5.9925 -12.5192 27.8996 0.12 -0.30 0.11 0.40
H -3.2470 -14.2722 29.3759 -1.01 -0.41 0.21 0.44
H -4.7415 -15.4275 20.8167 -0.04 0.21 -0.07 0.42
H -5.3090 -19.9035 22.5523 -0.21 -0.18 -0.08 0.23
H -2.2766 -16.8670 19.6973 0.17 0.18 0.40 0.08
H 4.4562 -16.2758 26.4733 -0.20 0.19 -0.18 0.23
H -3.0727 -18.5192 24.5504 0.00 0.22 0.57 -0.21
H -3.8188 -20.7829 22.9844 -0.13 -0.06 -0.20 0.33
H -0.8915 -14.6000 25.7044 0.04 -0.07 0.03 -0.98
H 2.0540 -16.5145 17.3034 -0.05 -0.06 0.04 0.34
```
Positions in Å, forces in eV/Å.

Strongest force on any atom   0.0444 Eh/bohr
SMILES string   C[C@H]1COC(=O)O1.C[C@H]1COC(=O)O1.C[C@H]1COC(=O)O1.BrCCBr.BrCCBr.BrCCBr.BrCCBr.BrCCBr
LUMO   0.11 eV
2S+1   1
HOMO level   -9.68 eV



(5)
A cluster of 2 separate species, C4H4S in total at a distorted geometry, computed with wB97M-V/def2-TZVPD.

Geometry as XYZ:
```
9
Properties=species:S:1:pos:R:3:forces:R:3:mulliken_charge:R:1
S 3.7760 0.3614 -0.1143 -0.98 -1.32 0.06 -0.11
C -0.5484 0.0681 -0.0117 -1.94 1.22 -0.24 -0.07
C -1.9954 0.5398 -0.0525 0.25 -1.26 0.07 -0.83
C 0.5924 -0.2700 -0.1836 4.25 -1.08 0.57 -0.09
C 2.6844 -0.7559 0.0813 -2.54 5.26 -1.52 0.01
H -2.2147 0.9015 -1.1331 0.17 -0.27 2.14 0.24
H -2.2656 1.2567 0.8152 0.56 -0.95 -1.80 0.25
H 2.5491 -1.6722 0.4714 -0.12 -3.09 1.05 0.38
H -2.5778 -0.4295 0.1271 0.36 1.50 -0.34 0.23
```
Positions in Å, forces in eV/Å.

Strongest force on any atom   0.1173 Eh/bohr
LUMO   -1.10 eV
2S+1   1
HOMO level   -9.33 eV



(6)
A cluster of 2 separate species, C7H18N2S2 in total at a distorted geometry, computed with wB97M-V/def2-TZVPD.

Geometry as XYZ:
```
29
Properties=species:S:1:pos:R:3:forces:R:3:mulliken_charge:R:1
S -0.3315 0.0301 1.3439 -0.01 -1.13 -1.09 0.98
S -0.4790 -0.2565 -1.4851 -1.24 0.22 1.13 0.09
N -1.9180 0.7475 -1.8643 -0.73 2.59 0.20 -0.28
N -0.1544 -1.0438 2.4326 0.00 0.62 0.11 -0.51
C -0.9379 -0.7945 0.0485 0.68 0.58 -1.06 -0.63
C 1.4677 -2.5928 -1.2920 4.49 -0.57 -0.97 -0.90
C -1.2456 -1.5910 -2.4638 0.61 1.02 -3.04 -0.85
C -1.6229 1.2753 1.7910 1.06 -0.41 1.20 -1.20
C -2.0019 2.0333 -1.7595 -2.58 -3.11 -0.38 -0.48
C -0.1731 -0.6525 3.8252 3.20 -0.98 -0.03 -0.91
C 1.1526 1.2156 1.2688 -1.54 -0.05 2.28 -0.96
H -0.6213 -1.9941 -3.3832 -1.22 1.21 1.90 0.27
H -2.2123 -1.0984 -2.7319 0.88 -0.76 -0.25 0.44
H -0.8991 0.0273 4.0793 -1.71 2.30 0.39 0.32
H -1.4498 -2.3690 -1.8119 -0.15 -1.51 1.39 0.31
H -1.2713 2.7461 -1.6749 2.49 1.46 0.30 0.40
H 1.2924 -2.2763 -0.3298 -1.06 0.34 2.17 0.21
H 2.6422 -2.8529 -1.2267 -2.42 0.76 -0.74 0.30
H 1.2378 1.1154 2.3862 0.40 0.71 -0.72 0.31
H 2.1692 0.9714 0.8949 -1.21 0.09 -0.54 0.31
H -1.7916 1.8321 0.8475 -0.11 -0.06 0.93 0.27
H -1.2987 1.8480 2.7344 -0.61 -0.44 -1.67 0.39
H -0.5270 -1.5183 4.3758 0.74 -0.37 0.31 0.34
H -3.0320 2.4837 -1.7283 0.79 -0.63 -0.24 0.26
H 0.6021 2.1745 1.0943 1.41 -0.50 -0.36 0.36
H -2.4400 0.5739 2.0510 0.21 0.66 -0.33 0.43
H 0.8838 -0.2512 4.2039 -2.08 -0.96 -0.40 0.21
H 1.2466 -1.7733 -1.9586 0.56 -0.14 -0.38 0.24
H 0.9977 -3.4881 -1.5867 -0.86 -0.93 -0.11 0.28
```
Positions in Å, forces in eV/Å.

Strongest force on any atom   0.0899 Eh/bohr
LUMO   0.44 eV
2S+1   1
HOMO level   -7.28 eV



Which M belongs to each record? In order, 92.2 508.7 102.1 1245.6 84.1 194.4 g mol⁻¹.
Which energy belongs to each record? In order, -588.6710 -3653.9057 -343.1519 -27278.4330 -552.7870 -1183.0335 a.u..